ORCA calculation (ωB97M-V/def2-TZVPD) on C21H17N3O4 in the gas phase in a non-equilibrium geometry.

Each line ends with the Löwdin charge.
CARTESIAN COORDINATES (ANGSTROEM)
C: 1.795285 2.466281 -5.978521  -0.018
C: 1.595630 1.431651 -4.898784  -0.404
O: 1.818112 0.257530 -5.097184  0.084
C: 1.112854 1.914751 -3.578636  -0.157
C: 0.884223 3.258551 -3.284173  -0.038
C: 0.435055 3.616757 -2.026310  -0.061
C: 0.207821 2.665387 -1.047232  0.009
C: 0.433871 1.320354 -1.329942  -0.192
N: 0.237413 0.305479 -0.392905  0.155
C: -0.118214 0.421957 0.913855  -0.465
O: -0.283682 1.452930 1.524997  0.100
C: -0.199469 -0.915157 1.618353  -0.144
C: 0.858519 -1.697009 1.884039  0.011
C: 2.240295 -1.445947 1.515913  -0.202
C: 2.789515 -0.172840 1.341838  -0.014
C: 4.115683 -0.055704 0.967380  -0.048
C: 4.863729 -1.211024 0.791983  -0.151
N: 4.368325 -2.422958 0.980657  0.059
C: 3.104816 -2.532913 1.333228  -0.109
N: -1.474789 -1.248747 2.050359  0.156
C: -2.609318 -0.734627 1.477265  -0.388
O: -2.586637 -0.027732 0.490301  0.110
C: -3.843951 -1.142155 2.150704  -0.181
C: -5.145393 -0.810192 1.868754  0.020
C: -5.936614 -1.469269 2.832177  -0.044
C: -5.066381 -2.153719 3.627501  -0.101
O: -3.802182 -1.966233 3.228608  0.047
C: 0.883570 0.958320 -2.593391  0.050
H: 2.546006 3.189384 -5.667386  0.087
H: 2.127307 1.973958 -6.889028  0.084
H: 0.862659 2.991629 -6.170991  0.088
H: 1.053146 4.023948 -4.024363  0.103
H: 0.255178 4.657179 -1.799987  0.107
H: -0.148207 2.953127 -0.072618  0.104
H: 0.339924 -0.631847 -0.757238  0.161
H: 0.682952 -2.633850 2.401005  0.121
H: 2.198297 0.709997 1.527557  0.112
H: 4.563205 0.915811 0.826401  0.104
H: 5.904797 -1.170535 0.501448  0.102
H: 2.746554 -3.545756 1.471980  0.113
H: -1.571876 -1.926348 2.794691  0.153
H: -5.470905 -0.173350 1.072969  0.122
H: -7.002617 -1.439545 2.922275  0.105
H: -5.221956 -2.787180 4.478776  0.125
H: 1.064923 -0.078787 -2.838871  0.124

Atoms 1-2, force components in eV/Å:
C 0.08 -0.27 -0.15
C 0.10 0.09 -0.35

Calculated values
LUMO level: 0.045 eV
Spin multiplicity: 1
Structure (SMILES): CC(=O)c1cccc(NC(=O)/C(=C\c2cccnc2)NC(=O)c2ccco2)c1
E: -1275.6870 hartree
HOMO level: -8.4 eV

ORCA calculation (ωB97M-V/def2-TZVPD) on a molecular structure, C21H17N6O9W in a non-equilibrium geometry.

Each line ends with the Mulliken spin population.
CARTESIAN COORDINATES (ANGSTROEM)
W: 0.292006 -0.677931 0.343648  0.786
O: 3.727894 0.633436 -1.558826  0.062
C: 2.636497 -0.029030 -1.238412  0.182
O: 2.242685 -0.080465 -0.008477  0.051
C: 1.872175 -0.707062 -2.198415  0.154
C: 2.006556 -0.698220 -3.600466  0.086
C: 1.012578 -1.246731 -4.364829  0.074
C: -0.155653 -1.755231 -3.748388  0.099
C: -0.227161 -1.746906 -2.386946  0.054
N: 0.792592 -1.330101 -1.604280  0.154
C: -1.447271 -2.070187 -1.567833  -0.017
O: -2.427299 -2.610030 -1.972757  0.036
O: -1.248695 -1.661720 -0.309032  0.024
H: 4.014002 1.168519 -0.804861  -0.001
H: 2.876187 -0.226214 -4.035589  0.006
H: 1.093015 -1.246870 -5.442858  0.005
H: -1.004202 -2.103827 -4.318592  0.005
O: 0.876348 0.562196 1.994804  0.007
C: -0.118708 1.251604 1.597994  -0.004
O: -1.186097 0.625334 1.305204  0.004
C: -0.051594 2.743008 1.346961  0.006
C: 1.399795 3.268627 1.236512  -0.001
C: 1.367250 4.802573 1.194914  0.000
C: 0.859874 5.054633 -0.246908  0.000
C: 0.687589 3.616415 -0.753473  0.001
O: 1.746063 2.915502 -0.098358  0.003
C: -0.598649 3.020632 -0.101676  0.005
C: -1.003336 1.721735 -0.806510  0.027
O: -2.065084 1.506690 -1.312090  0.000
O: 0.009954 0.830570 -0.835788  0.105
H: -0.626552 3.249235 2.121919  -0.003
H: 2.091447 2.822929 1.944329  0.000
H: 2.365849 5.206999 1.342847  0.000
H: 0.707702 5.216602 1.956439  0.000
H: 1.593666 5.588451 -0.846866  0.000
H: -0.078525 5.605446 -0.277075  0.000
H: 0.747449 3.480706 -1.830082  -0.001
H: -1.441748 3.703342 -0.123579  0.001
N: -1.544723 -2.323428 3.986115  0.000
C: -1.627778 -1.425028 3.008624  0.007
N: -0.623401 -1.630668 2.184599  -0.003
C: 0.046379 -2.688705 2.727468  0.039
N: -0.487985 -3.131052 3.834793  0.008
C: 1.167605 -3.181765 1.982039  0.029
C: 1.880846 -4.324555 2.329716  -0.023
N: 2.830276 -4.827518 1.570367  0.033
C: 3.080049 -4.156096 0.444257  -0.003
C: 2.421601 -2.998975 0.104425  0.019
N: 1.432431 -2.469332 0.855099  -0.014
H: -2.146529 -2.436782 4.786770  0.000
H: -2.403115 -0.687340 2.893712  0.002
H: 1.640487 -4.831685 3.257084  0.000
H: 3.837572 -4.573720 -0.204895  0.000
H: 2.697986 -2.462910 -0.787974  -0.005

Atoms 1-2, force components in eV/Å:
W -0.02 -0.70 0.44
O 0.14 -0.01 -0.04

Calculated values
LUMO level (alpha / beta): -4.059 / -4.590 eV
Spin multiplicity: 3
E: -1883.1543 hartree
Charge: +1
HOMO level (alpha / beta): -9.7 / -12.7 eV

ORCA calculation (ωB97M-V/def2-TZVPD) on 2 unconnected molecules or ions with the total composition C21H17NO3 in a non-equilibrium geometry.

Each line ends with the Löwdin charge.
CARTESIAN COORDINATES (ANGSTROEM)
C: 1.301315 -0.361685 -0.757218  -0.005
C: 2.577488 -1.070635 -0.680397  -0.181
C: 3.779297 -0.356924 -0.601230  -0.019
C: 4.981589 -0.995849 -0.799351  -0.066
C: 4.997426 -2.378595 -1.092852  -0.063
C: 3.817160 -3.138244 -1.034220  -0.072
C: 2.615939 -2.484081 -0.796621  -0.021
C: 0.139579 -1.203265 -0.790059  -0.040
C: -1.074757 -0.599780 -0.669886  -0.009
C: -2.303470 -1.248698 -0.854231  -0.214
C: -3.502527 -0.476615 -0.931705  -0.010
C: -4.708389 -1.130211 -1.127626  -0.075
C: -4.748166 -2.524408 -1.253739  -0.074
C: -3.584416 -3.284833 -1.172328  -0.078
C: -2.360565 -2.663749 -0.995550  -0.015
H: 1.281281 0.616253 -1.185698  0.126
H: 3.699435 0.697926 -0.341129  0.124
H: 5.894641 -0.412871 -0.817576  0.105
H: 5.945953 -2.868000 -1.367570  0.110
H: 3.827837 -4.214299 -1.252263  0.112
H: 1.742305 -3.138938 -0.716462  0.105
H: 0.163294 -2.292871 -0.898964  0.085
H: -1.079607 0.439184 -0.365070  0.120
H: -3.415551 0.610181 -0.828353  0.121
H: -5.618221 -0.538139 -1.149456  0.106
H: -5.693864 -3.026730 -1.350782  0.099
H: -3.601864 -4.372928 -1.209183  0.108
H: -1.433874 -3.242995 -0.917822  0.107
O: -1.838664 2.325887 4.347982  0.040
N: -1.698484 3.371340 3.671496  -0.324
O: -2.253054 4.431992 3.994729  0.053
C: -0.860997 3.310740 2.491626  -0.171
C: -0.524152 4.503683 1.808517  -0.029
C: 0.362337 4.458115 0.725627  -0.092
C: 0.901158 3.232157 0.333900  -0.009
C: 0.610156 1.979375 1.043567  -0.370
O: 1.150269 0.834994 0.772744  -0.094
C: -0.297678 2.090705 2.157862  0.062
H: -0.959916 5.428192 2.177191  0.107
H: 0.658304 5.408073 0.244514  0.111
H: 1.615463 3.130835 -0.501775  0.104
H: -0.504013 1.155723 2.689353  0.127

Atoms 1-2, force components in eV/Å:
C 0.04 -0.25 0.94
C 0.19 -0.49 0.22

Calculated values
LUMO level: -1.483 eV
Spin multiplicity: 1
E: -1090.7036 hartree
HOMO level: -7.7 eV